Below is a molecular structure, C51H32F5HfN2O4P2S2, with properties calculated with ωB97M-V/def2-TZVPD.

Properties
Lowest unoccupied orbital energy = 1.5 eV
F_max = 2.09 eV/Å
HOMO = -0.176 Ha

ORCA input file:
```
! wB97M-V def2-TZVPD RIJCOSX def2/J DEFGRID3
* xyz -1 1
Hf -0.123 0.336 -0.046
S -1.708 -1.958 2.207
P 0.200 -1.615 2.563
C 1.111 -1.075 1.157
P 2.048 -2.284 0.372
S 2.321 -1.719 -1.508
C 1.451 -4.022 0.608
C 0.164 -4.313 0.176
C -0.347 -5.592 0.289
C 0.413 -6.590 0.877
C 1.657 -6.282 1.401
C 2.176 -5.007 1.270
C 3.800 -2.478 0.908
C 4.553 -3.350 0.123
C 5.926 -3.382 0.230
C 6.564 -2.540 1.130
C 5.822 -1.687 1.928
C 4.441 -1.646 1.810
C 0.445 -0.261 3.775
C 1.496 0.636 3.629
C 1.624 1.698 4.504
C 0.726 1.844 5.550
C -0.306 0.931 5.716
C -0.447 -0.118 4.828
C 0.849 -3.043 3.524
C 2.100 -3.040 4.128
C 2.493 -4.114 4.906
C 1.640 -5.189 5.102
C 0.395 -5.199 4.496
C 0.007 -4.132 3.709
H -0.439 -3.519 -0.240
H -1.342 -5.803 -0.074
H 0.028 -7.598 0.948
H 2.230 -7.038 1.918
H 3.143 -4.776 1.693
H 4.038 -3.966 -0.604
H 6.504 -4.037 -0.407
H 7.645 -2.522 1.178
H 6.326 -1.028 2.622
H 3.864 -0.943 2.396
H 2.204 0.510 2.820
H 2.408 2.425 4.342
H 0.825 2.677 6.234
H -1.011 1.052 6.526
H -1.257 -0.829 4.923
H 2.769 -2.203 3.999
H 3.470 -4.115 5.369
H 1.946 -6.017 5.731
H -0.276 -6.036 4.640
H -0.963 -4.118 3.232
O 2.770 2.928 1.330
C 1.969 2.299 0.660
O 0.923 1.702 1.073
C 2.180 2.214 -0.856
C 3.070 3.099 -1.492
C 3.114 3.135 -2.860
C 2.300 2.245 -3.596
C 2.222 2.242 -5.004
C 1.451 1.324 -5.664
C 0.746 0.354 -4.941
C 0.780 0.347 -3.576
C 1.519 1.309 -2.867
N 1.441 1.336 -1.509
H 3.673 3.746 -0.871
H 3.757 3.832 -3.381
H 2.778 2.985 -5.556
H 1.392 1.334 -6.743
H 0.159 -0.383 -5.464
H 0.248 -0.399 -3.012
O -3.963 1.052 0.838
C -2.918 0.497 0.558
O -1.756 0.813 0.979
C -2.980 -0.669 -0.442
C -4.254 -1.106 -0.844
C -4.370 -2.065 -1.811
C -3.199 -2.585 -2.393
C -3.218 -3.544 -3.426
C -2.055 -4.023 -3.963
C -0.824 -3.559 -3.480
C -0.778 -2.626 -2.482
C -1.952 -2.103 -1.912
N -1.856 -1.153 -0.941
H -5.107 -0.644 -0.372
H -5.333 -2.427 -2.144
H -4.178 -3.888 -3.783
H -2.075 -4.763 -4.750
H 0.099 -3.936 -3.891
H 0.174 -2.291 -2.101
F -2.164 0.046 -3.686
C -2.222 1.234 -3.031
C -1.428 1.429 -1.898
C -1.596 2.700 -1.360
F -0.821 2.975 -0.264
C -2.443 3.692 -1.839
F -2.547 4.896 -1.253
C -3.185 3.425 -2.985
F -3.986 4.364 -3.519
C -3.076 2.180 -3.584
F -3.783 1.907 -4.701
*
```